[1]
The following is a quantum chemistry calculation of C11H20N2O3S in the gas phase in a non-equilibrium geometry, from the Open Molecules 2025 dataset.

Its orbital gap is 9.529 eV. For the relative energy (zero: lowest compared OMol25 entry of this formula, charge and spin), the calculation gives 14.580 eV. As for the HOMO energy: -0.336 Ha.

The geometry in ORCA input format:
```
! RIJCOSX wB97M-V def2-TZVPD def2/J DEFGRID3
* xyz 0 1
C 3.75778 3.05382 1.00352
C 2.86205 2.11885 0.40508
C 2.37284 0.77435 1.08794
N 1.06187 0.77489 1.10521
C 0.58345 0.15086 2.06044
O 1.02104 -0.06005 3.16424
C -1.07379 0.32852 2.02089
C -1.38832 -1.47849 1.94896
C -0.84640 -1.97203 0.64095
N -1.06295 -0.95643 -0.55574
S 0.10037 -0.64592 -1.32138
O 0.28476 0.71380 -1.63144
O 1.55777 -1.29563 -1.11875
C -0.32238 -1.52320 -2.98153
C -1.43305 -1.07002 -3.59720
H -1.73198 -1.28099 -4.56265
H -2.29348 -1.08974 -3.08691
H -1.40266 0.20407 -3.76938
H -0.40547 -2.69644 -2.72685
H 0.53876 -1.28343 -3.65187
C -1.98945 0.03101 -0.24973
C -1.88577 1.08684 1.10239
H -2.87582 1.30010 1.42030
H -1.30684 1.97269 0.78375
H -3.02670 -0.65646 -0.07183
H -2.11110 0.67003 -1.21342
H -1.31223 -2.79407 0.16582
H 0.05109 -2.20601 0.74668
H -0.98920 -1.80093 2.73661
H -2.56469 -1.45529 1.88914
H -1.54798 0.35002 3.12718
H 0.70497 0.91430 0.30164
H 2.83862 0.05363 0.52853
H 2.97270 0.81455 2.08159
H 2.53244 2.45065 -0.45765
H 3.95721 3.87406 0.67519
H 4.37255 2.62809 2.00028
*
```

[2]
The following is a quantum chemistry calculation of 5 unconnected molecules or ions with the total composition C9H15Cl4N3O4 in a non-equilibrium geometry, from the Open Molecules 2025 dataset.

Its orbital gap is 9.159 eV. As for the HOMO energy: -0.335 Ha.

The geometry in ORCA input format:
```
! RIJCOSX wB97M-V def2-TZVPD def2/J DEFGRID3
* xyz 0 1
N 29.98310 4.19916 23.42716
C 30.11440 2.89220 23.63860
C 29.11602 1.98250 23.30282
C 27.94882 2.43031 22.71848
C 27.83446 3.78223 22.50227
C 28.86566 4.65318 22.86073
H 31.00946 2.52912 24.12478
H 29.22878 0.93716 23.56648
H 27.14758 1.73452 22.51818
H 26.94331 4.14530 22.00279
H 28.76344 5.70417 22.64204
C 34.10557 2.63263 26.20781
N 34.08199 2.39266 24.73425
O 33.74545 3.31648 24.03220
O 34.38266 1.28620 24.34196
H 35.08459 2.33883 26.57398
H 33.36196 1.99970 26.68208
H 33.89038 3.68682 26.33164
C 24.44733 1.02077 19.50725
N 25.54238 1.97454 19.79859
O 26.62223 1.75082 19.28878
O 25.30374 2.92836 20.50768
H 23.94181 1.35240 18.60410
H 23.75069 1.03357 20.33914
H 24.89251 0.04368 19.36072
C 27.37324 5.45302 19.06994
Cl 26.02766 6.05984 20.06683
Cl 28.94026 6.03065 19.67963
H 27.38022 4.37513 19.18850
H 27.23792 5.77820 18.04816
C 26.66619 -1.28428 23.66609
Cl 26.68596 0.01102 24.88437
Cl 25.74922 -0.80920 22.21713
H 27.69010 -1.48221 23.37529
H 26.17977 -2.16612 24.06121
*
```

[3]
The following is a quantum chemistry calculation of 2 unconnected molecules or ions with the total composition C37H37N2O5P in a non-equilibrium geometry, from the Open Molecules 2025 dataset.

Its orbital gap is 3.119 eV. As for the HOMO energy: -0.205 Ha.

The geometry in ORCA input format:
```
! RIJCOSX wB97M-V def2-TZVPD def2/J DEFGRID3
* xyz 0 1
C -5.52471 3.24745 -1.29320
C -4.06118 3.02338 -1.53543
O -3.43327 2.51324 -0.34619
C -2.08526 2.40207 -0.57785
C -1.33285 2.04340 0.58613
P 0.39007 1.85771 0.42539
C 1.10292 3.14687 -0.65687
C 0.50186 4.38810 -0.88279
C 1.10969 5.33487 -1.71918
C 2.32598 5.04476 -2.34180
C 2.92323 3.79695 -2.13674
C 2.31276 2.85614 -1.30223
C 0.99929 2.32805 2.08392
C 0.81546 3.60947 2.60863
C 1.22994 3.89189 3.91539
C 1.83736 2.89584 4.68607
C 2.04011 1.62098 4.14903
C 1.62444 1.33891 2.84791
O 0.93209 0.52249 0.00928
O -1.63043 2.64584 -1.70677
H -5.91658 3.80089 -2.14926
H -6.06774 2.30139 -1.23112
H -5.70814 3.83207 -0.38715
H -3.92671 2.30231 -2.35605
H -3.60187 3.98099 -1.82558
H -1.85846 1.68008 1.45415
H -0.45303 4.63752 -0.42500
H 0.61313 6.29314 -1.87909
H 2.80288 5.78320 -2.98625
H 3.86447 3.54513 -2.62622
H 2.77187 1.87851 -1.16155
H 0.34258 4.38606 2.00703
H 1.07688 4.89170 4.32302
H 2.16307 3.11337 5.70225
H 2.52511 0.83894 4.73226
H 1.78417 0.35270 2.41335
C -9.53128 2.81547 -0.81801
O -8.35781 2.28377 -0.16370
C -8.13674 2.64086 1.13236
C -7.01704 2.04058 1.76229
C -6.71063 2.43417 3.04279
C -7.49774 3.41191 3.70221
C -8.61495 3.98952 3.10850
C -8.94276 3.60033 1.80795
N -6.96867 3.58667 4.98587
C -7.51669 4.43013 6.03297
C -5.87474 2.78383 5.15001
C -5.69067 1.99504 3.98847
C -4.81170 0.91952 3.80461
C -3.73874 0.65831 4.68155
C -2.99818 1.58250 5.44110
N -2.16340 0.91263 6.29098
C -1.28307 1.57678 7.23333
C -2.30326 -0.46710 6.10805
C -3.27474 -0.66290 5.09368
C -3.70415 -1.93152 4.76646
C -3.14259 -3.03008 5.46972
O -3.51403 -4.31546 5.22373
C -4.52719 -4.52926 4.20993
C -2.16196 -2.82287 6.48486
C -1.73739 -1.53636 6.80426
H -9.51258 2.35489 -1.80548
H -10.44755 2.53306 -0.27791
H -9.47439 3.91116 -0.90673
H -6.39360 1.31422 1.24677
H -9.21890 4.71989 3.64014
H -9.80106 4.03982 1.29626
H -8.38584 4.96124 5.63994
H -7.81763 3.82739 6.90151
H -6.76726 5.15212 6.38170
H -5.32175 2.76109 6.08249
H -5.02752 0.21377 3.00252
H -3.05732 2.66510 5.43278
H -0.76383 0.81979 7.82427
H -0.54720 2.20182 6.70762
H -1.85931 2.23575 7.89768
H -4.46408 -2.06227 3.99322
H -4.67170 -5.60966 4.20220
H -5.46642 -4.01668 4.46956
H -4.18310 -4.17867 3.22463
H -1.76946 -3.69878 6.99575
H -0.99077 -1.35752 7.57321
*
```

[4]
The following is a quantum chemistry calculation of C2H4N2 in the gas phase in a non-equilibrium geometry, from the Open Molecules 2025 dataset.

Its orbital gap is 9.449 eV. For the relative energy (zero: lowest compared OMol25 entry of this formula, charge and spin), the calculation gives 2.395 eV. As for the HOMO energy: -0.330 Ha.

The geometry in ORCA input format:
```
! RIJCOSX wB97M-V def2-TZVPD def2/J DEFGRID3
* xyz 0 1
C -1.67458 0.33658 -0.04955
C 0.84359 -0.19518 -0.03225
N 1.91573 0.46768 0.03189
N -0.43469 0.13545 -0.27575
H -2.32940 0.11503 -0.89462
H -1.92999 0.43207 0.95043
H 0.76991 -1.23779 0.27640
H 2.83943 -0.05385 -0.00656
*
```

[5]
The following is a quantum chemistry calculation of a molecular structure, C2H3Cl3O2P in a non-equilibrium geometry, from the Open Molecules 2025 dataset.

Its orbital gap is 7.631 eV. For the relative energy (zero: lowest compared OMol25 entry of this formula, charge and spin), the calculation gives 1.229 eV. As for the HOMO energy: -0.158 Ha.

The geometry in ORCA input format:
```
! RIJCOSX wB97M-V def2-TZVPD def2/J DEFGRID3
* xyz -1 1
C 0.52007 -0.20493 -0.28927
C 2.00809 2.34077 0.63081
O -0.57124 2.18148 -1.28743
O 1.54168 1.28372 -2.44748
P 0.62732 1.32228 -1.25046
Cl 3.17890 1.21828 1.26922
Cl 1.21871 2.89637 2.06889
Cl 2.69175 3.66065 -0.32284
H 1.50274 -0.61525 0.08031
H 0.03757 -0.01607 0.62783
H 0.22132 -1.03406 -1.09382
*
```

[6]
The following is a quantum chemistry calculation of 2 unconnected molecules or ions with the total composition C5H13NO in a non-equilibrium geometry, from the Open Molecules 2025 dataset.

Its expectation value of S² is 0.76. Its orbital gap (spin up / spin down) is 9.491 / 4.501 eV. For the relative energy (zero: lowest compared OMol25 entry of this formula, charge and spin), the calculation gives 4.196 eV. As for the HOMO energy (spin up / spin down): -0.524 / -0.524 Ha.

The geometry in ORCA input format:
```
! RIJCOSX wB97M-V def2-TZVPD def2/J DEFGRID3
* xyz 1 2
C 2.16393 -1.27718 1.77655
C 2.02905 -1.10765 0.25071
H 1.96817 -0.50471 2.39385
H 1.18640 -1.90354 2.26517
H 3.07320 -1.54376 2.13517
H 1.08134 -1.45651 -0.19961
H 2.14295 -0.06915 -0.07404
H 2.85801 -1.62681 -0.37199
C -1.21448 0.49450 0.04022
C -1.48549 1.94686 0.44406
C -1.95307 -0.04548 -1.30717
O -3.07624 -0.41721 -1.52035
N -1.07770 0.23784 -2.47486
H -0.11215 0.36359 -0.17262
H -1.43217 -0.18488 0.95477
H -0.75972 2.48975 1.03893
H -2.49966 1.86598 1.02023
H -1.46452 -0.03086 -3.37227
H -0.14342 0.36265 -2.37118
H -1.28444 2.40655 -0.45554
*
```

[7]
The following is a quantum chemistry calculation of a molecular structure, C4H7NO3 in a non-equilibrium geometry, from the Open Molecules 2025 dataset.

Its orbital gap is 8.648 eV. For the relative energy (zero: lowest compared OMol25 entry of this formula, charge and spin), the calculation gives 7.272 eV. As for the HOMO energy: -0.314 Ha.

The geometry in ORCA input format:
```
! RIJCOSX wB97M-V def2-TZVPD def2/J DEFGRID3
* xyz 0 1
C -0.68351 -0.73268 0.74495
C -0.36572 0.66248 0.36770
C -1.02897 1.20287 -0.89758
O 1.16678 -0.96586 0.76107
O 2.10042 -1.87769 0.15414
O -1.31188 -1.56790 -0.07444
C 1.19676 0.66521 0.15836
N 2.07442 1.31401 -0.26799
H 2.89159 -1.70571 0.68750
H -1.11825 -1.35314 -0.99945
H -0.83429 -0.99629 1.78499
H -0.55306 1.30886 1.22582
H -2.11126 1.25529 -0.77386
H -0.79249 0.59452 -1.77354
H -0.63052 2.19604 -1.09766
*
```

[8]
The following is a quantum chemistry calculation of a molecular structure, C12H24NO4P2Rh in a non-equilibrium geometry, from the Open Molecules 2025 dataset.

Its expectation value of S² is 6.04. Its orbital gap (spin up / spin down) is 6.968 / 7.048 eV. For the relative energy (zero: lowest compared OMol25 entry of this formula, charge and spin), the calculation gives 0.000 eV. As for the HOMO energy (spin up / spin down): -0.481 / -0.601 Ha.

The geometry in ORCA input format:
```
! RIJCOSX wB97M-V def2-TZVPD def2/J DEFGRID3
* xyz 2 5
Rh -0.27141 0.13173 0.86052
P 1.85615 -0.54820 0.99576
C 2.15038 -0.95353 -0.71709
C 0.99443 -1.37409 -1.42001
N -0.23337 -1.00696 -0.90924
C -1.38441 -1.42724 -1.45265
C -1.35204 -2.34808 -2.50711
C -0.13566 -2.76509 -3.04301
C 1.03526 -2.24993 -2.54560
C -2.66757 -0.84337 -0.91660
P -2.24130 0.65536 0.06336
H 2.02297 -2.49665 -2.92607
H -2.29491 -2.70876 -2.87184
H -0.10475 -3.48377 -3.86171
H -3.34253 -0.57825 -1.73436
H -3.18646 -1.55843 -0.26089
H 2.28510 0.98402 -1.43798
H 3.13962 -1.16235 -1.11055
H 1.17946 2.71298 -0.46249
O 2.01946 1.88997 -1.62844
H 2.76365 2.15131 -2.19400
H 0.17568 2.01512 0.72092
O 0.42169 3.00051 0.09542
H 0.81707 3.71429 0.63257
C -2.30467 2.00953 -1.14401
H -3.25209 1.95434 -1.69586
H -2.26592 2.96729 -0.60791
H -1.46731 1.92758 -1.85308
C -3.53708 0.90372 1.28245
H -3.38578 1.89113 1.73425
H -4.52704 0.87064 0.80970
H -3.44996 0.13589 2.06104
C 1.99905 -2.17645 1.75209
H 3.04157 -2.50635 1.73731
H 1.62265 -2.08970 2.77270
H 1.38452 -2.89196 1.19494
C 3.18524 0.51458 1.59442
H 2.88329 0.88520 2.58081
H 4.11341 -0.06347 1.69585
H 3.36280 1.37473 0.93228
O -0.71427 -0.49589 3.12158
C -0.26769 0.63382 3.47667
O 0.18302 1.50280 2.63314
H -0.25029 0.90192 4.55276
*
```

Number 1: energy -31676.654 eV. Number 2: energy -72320.312 eV. Number 3: energy -61473.537 eV. Number 4: energy -5116.565 eV. Number 5: energy -53075.930 eV. Number 6: energy -8921.555 eV. Number 7: energy -11888.006 eV. Number 8: energy -44081.286 eV.